Entry 1:
{
  "formula": "C25H28AsN7O6S7TeW",
  "method": "ωB97M-V/def2-TZVPD",
  "symbols": ["W", "O", "S", "O", "O", "C", "C", "C", "C", "C", "C", "S", "O", "O", "O", "H", "H", "H", "H", "S", "As", "S", "S", "S", "N", "C", "N", "N", "C", "N", "H", "H", "H", "H", "N", "C", "C", "N", "C", "H", "H", "H", "H", "S", "C", "N", "C", "C", "C", "C", "H", "H", "H", "H", "H", "C", "C", "C", "C", "C", "C", "Te", "C", "C", "C", "H", "H", "H", "H", "H", "H", "H", "H", "H", "H", "H"],
  "xyz": [[-0.87473, -0.21939, 0.28784], [-4.33889, -0.34935, 0.46876], [-3.35039, -1.06418, -0.30226], [-2.32322, -0.29463, -1.15825], [-2.27912, -1.34759, 0.82570], [-3.67882, -2.79957, -0.66164], [-4.98780, -3.24975, -0.72986], [-5.23984, -4.53422, -1.17671], [-4.19110, -5.35604, -1.57809], [-2.88567, -4.91339, -1.46913], [-2.62087, -3.63264, -0.99621], [-0.93289, -3.29214, -0.52677], [-0.08880, -4.21221, -1.23322], [-0.90275, -3.44773, 0.90851], [-0.57726, -1.86957, -0.87655], [-5.78575, -2.58236, -0.43680], [-6.25867, -4.89048, -1.22461], [-4.40011, -6.34610, -1.95918], [-2.04145, -5.53377, -1.73263], [-5.28466, 2.32260, -3.60187], [-4.77352, 1.41035, -1.78046], [-2.22296, 1.36933, 1.65643], [-1.87573, 2.15921, -0.19014], [-4.75970, -0.72059, -2.25882], [-1.57926, 2.90512, -3.58338], [-1.51319, 1.69862, -4.13905], [-2.26843, 1.41715, -5.19534], [-0.63644, 0.77573, -3.74501], [-0.18079, 0.61723, -2.58796], [0.22055, 0.37869, -1.51124], [-2.42439, 3.44488, -3.74937], [-1.10961, 3.09060, -2.70968], [-3.10007, 1.97741, -5.33730], [-2.27522, 0.46514, -5.52066], [2.34346, -3.50406, 0.75388], [2.76941, -2.79374, -0.34065], [2.12313, -1.60527, -0.28687], [1.27516, -1.58423, 0.81069], [1.45926, -2.74397, 1.41208], [2.57611, -4.45665, 0.97329], [3.48710, -3.17752, -1.03918], [2.21469, -0.75037, -0.93387], [0.99487, -3.03965, 2.33191], [-0.59596, -1.03954, 2.97739], [-0.60841, -0.11481, 4.40209], [-0.83944, 1.22100, 4.40947], [-0.83037, 1.96378, 5.53649], [-0.59571, 1.39251, 6.74802], [-0.34133, 0.00637, 6.79972], [-0.34478, -0.72877, 5.64910], [-1.07253, 1.67112, 3.51787], [-1.01812, 3.02035, 5.41935], [-0.59097, 1.98319, 7.64952], [-0.14976, -0.47209, 7.74968], [-0.15412, -1.79111, 5.65163], [6.07281, 3.39701, -2.22404], [4.89634, 2.93343, -1.41259], [3.61835, 3.40631, -1.66380], [2.52843, 3.01261, -0.89248], [1.18569, 3.61316, -1.19366], [2.70802, 2.09640, 0.14981], [0.94799, 1.41228, 1.35073], [3.99250, 1.62045, 0.42368], [4.26959, 0.67889, 1.56260], [5.05985, 2.04495, -0.35919], [5.75055, 4.03128, -3.04759], [6.62874, 2.55315, -2.63290], [6.75666, 3.96834, -1.59496], [3.46343, 4.10818, -2.47498], [1.23857, 4.31270, -2.02700], [0.81310, 4.13156, -0.30938], [0.47046, 2.82878, -1.43593], [3.88490, 1.11449, 2.48366], [5.33874, 0.50227, 1.65962], [3.76232, -0.27364, 1.40676], [6.05281, 1.67451, -0.13494]],
  "lumo_ha": -0.0440,
  "e_tot_ev": -194897.937,
  "de_lowest_kj_mol": 307.4,
  "orbital_gap_ha": 0.2064,
  "homo_energy_ev": -6.8,
  "max_force_ev_per_a": 4.21
}

=====

Entry 2:
{
  "formula": "C25H28BBrF4HgN3O3S",
  "method": "ωB97M-V/def2-TZVPD",
  "symbols": ["Hg", "N", "C", "C", "C", "C", "C", "C", "C", "C", "N", "C", "H", "H", "H", "H", "H", "H", "H", "H", "F", "B", "F", "F", "F", "C", "N", "C", "C", "C", "C", "C", "C", "C", "C", "H", "H", "H", "H", "H", "H", "H", "H", "H", "H", "H", "H", "H", "Br", "C", "C", "C", "C", "C", "C", "H", "H", "H", "H", "C", "S", "O", "O", "O", "H", "H", "H"],
  "xyz": [[2.04838, -1.64119, 0.68744], [1.48139, 3.08590, -0.33470], [0.37304, 3.77844, 0.14425], [0.34263, 4.53073, 1.27132], [-0.84465, 5.14127, 1.74345], [-2.03556, 5.06752, 1.04258], [-2.10766, 4.25264, -0.10136], [-3.31790, 4.01501, -0.86364], [-3.12918, 3.14569, -1.95885], [-1.84079, 2.73288, -2.39721], [-0.77060, 2.99937, -1.73275], [-0.87990, 3.62583, -0.57657], [1.32574, 2.46878, -1.08109], [2.16211, 2.72400, 0.32715], [1.24981, 4.59816, 1.86330], [-0.79290, 5.74566, 2.63187], [-2.86509, 5.76253, 1.24745], [-4.32361, 4.37823, -0.52631], [-4.01037, 2.79903, -2.49652], [-1.71043, 2.09996, -3.29964], [1.04042, 0.55774, 1.10061], [1.72240, 1.02094, 2.36176], [0.82332, 1.84548, 2.93305], [2.93959, 1.71267, 1.83004], [2.11470, -0.00211, 3.21043], [-2.01960, -0.51936, 0.88083], [-2.37549, -2.03588, 0.93766], [-3.58396, -2.27526, 0.10015], [-1.13066, -2.92554, 0.65914], [-0.35775, -3.25485, 1.86730], [-0.89739, -4.23299, 2.72332], [-0.33023, -4.56007, 3.96248], [0.87348, -3.96028, 4.29203], [1.42022, -2.91308, 3.48185], [0.89810, -2.66929, 2.20827], [-2.83095, 0.06329, 1.33510], [-1.87277, -0.22034, -0.11532], [-1.11167, -0.33295, 1.42035], [-2.67656, -2.19640, 1.88458], [-3.28887, -1.99509, -0.91598], [-4.39884, -1.67314, 0.51215], [-3.86670, -3.33473, 0.25509], [-0.56801, -2.41626, -0.11471], [-1.49458, -3.80495, 0.08906], [-1.80884, -4.77805, 2.50843], [-0.79346, -5.34001, 4.54921], [1.33412, -4.17108, 5.25459], [2.40727, -2.52048, 3.79838], [6.63143, 0.67888, -3.50019], [5.18049, 0.26519, -2.47305], [5.26317, 0.43142, -1.11393], [4.27796, -0.03296, -0.27097], [3.15328, -0.62701, -0.77955], [2.96000, -0.74369, -2.16996], [3.98265, -0.32029, -3.03546], [6.06639, 1.04427, -0.71693], [4.29915, 0.14989, 0.75928], [2.11106, -1.28048, -2.58098], [3.73539, -0.31245, -4.08460], [-0.93788, -2.31958, -4.26822], [-1.12935, -1.08999, -2.89759], [-0.33542, 0.06051, -3.37357], [-2.57420, -0.93841, -2.72982], [-0.44793, -1.75675, -1.74331], [-1.42135, -1.91213, -5.10215], [-1.50582, -3.22877, -3.97890], [0.16924, -2.44603, -4.54015]],
  "lumo_ha": [0.1403, 0.1403],
  "e_tot_ev": -133595.637,
  "de_lowest_kj_mol": 61.1,
  "orbital_gap_ha": [0.0614, 0.2461],
  "s_squared": 0.750,
  "multiplicity": 2,
  "homo_energy_ev": [2.1, -2.9],
  "total_charge": -2,
  "max_force_ev_per_a": 3.56
}

=====

Entry 3:
{
  "formula": "C25H28BCaF2N10O4S",
  "method": "ωB97M-V/def2-TZVPD",
  "symbols": ["Ca", "C", "C", "N", "C", "C", "N", "C", "O", "O", "C", "O", "O", "H", "H", "H", "H", "H", "S", "C", "N", "N", "C", "C", "C", "C", "C", "C", "N", "N", "C", "C", "C", "C", "C", "C", "H", "H", "H", "H", "H", "H", "H", "H", "H", "H", "H", "F", "B", "F", "C", "N", "C", "N", "C", "N", "C", "N", "C", "C", "H", "H", "H", "H", "H", "H", "H", "H", "H", "H", "H", "H"],
  "xyz": [[-0.20913, 1.00602, -1.47118], [-4.44049, 1.24670, -1.14965], [-3.69753, 1.73510, -2.33867], [-2.43629, 1.46796, -2.60787], [-2.13438, 2.17645, -3.75769], [-3.23372, 2.85050, -4.18491], [-4.21660, 2.56358, -3.26996], [-3.56195, 3.73424, -5.33319], [-2.60501, 3.93651, -6.21438], [-4.67658, 4.20074, -5.41998], [-0.74196, 2.20973, -4.29024], [-0.52522, 2.81605, -5.34634], [0.10177, 1.60183, -3.56536], [-3.87864, 0.43331, -0.69392], [-5.43510, 0.88576, -1.41338], [-4.52829, 2.04300, -0.41023], [-5.14777, 2.94739, -3.32956], [-1.78090, 3.40890, -5.96292], [-1.28957, -1.89297, -1.49153], [0.11001, -2.18061, -0.44701], [-0.56752, -3.38645, -0.48644], [-0.02202, -4.38469, -1.28386], [1.31372, -4.33956, -1.76336], [1.72356, -3.33452, -2.63154], [3.01796, -3.34724, -3.12180], [3.89556, -4.36996, -2.78224], [3.47027, -5.38558, -1.93944], [2.18481, -5.36258, -1.41725], [1.22414, -1.69909, -0.10023], [1.48665, -0.43421, -0.55457], [2.65084, 0.06995, 0.03414], [3.38100, -0.55583, 1.05061], [4.49619, 0.06152, 1.59682], [4.92789, 1.30805, 1.16164], [4.20706, 1.92941, 0.14721], [3.09745, 1.31886, -0.40920], [-0.30698, -5.27084, -0.87795], [1.03220, -2.55293, -2.91217], [3.33695, -2.55247, -3.78179], [4.90357, -4.37460, -3.17401], [4.14198, -6.18970, -1.66931], [1.85872, -6.13389, -0.72966], [3.05835, -1.52350, 1.40958], [5.03305, -0.44735, 2.38964], [5.79436, 1.78396, 1.59787], [4.50651, 2.90371, -0.22012], [2.58399, 1.83280, -1.21806], [-0.20011, 3.49676, 0.96044], [-0.99655, 2.66801, 0.21567], [-2.31482, 2.99374, 0.49971], [-1.33796, -0.34268, 2.32855], [-0.93237, 1.05026, 2.46030], [0.44176, 1.09083, 2.96014], [0.56224, 0.41621, 4.26165], [0.11262, -0.96769, 4.08900], [-1.27230, -1.06276, 3.60923], [-2.12804, -0.35404, 4.56290], [-1.74963, 1.05093, 4.74775], [-1.80225, 1.70233, 3.42884], [-0.35131, 1.07436, 5.19527], [-0.68071, -0.83821, 1.61429], [-2.36470, -0.37730, 1.95240], [0.74440, 2.13528, 3.05069], [1.09950, 0.60120, 2.23897], [0.18644, -1.48613, 5.04891], [0.76541, -1.46144, 3.36682], [-2.07370, -0.86193, 5.52969], [-3.15976, -0.39550, 4.20573], [-1.49583, 2.74598, 3.52242], [-2.82801, 1.67917, 3.05339], [-0.28752, 0.57495, 6.16580], [-0.03970, 2.11422, 5.31487]],
  "lumo_ha": 0.0725,
  "e_tot_ev": -84860.911,
  "de_lowest_kj_mol": 252.4,
  "orbital_gap_ha": 0.2372,
  "homo_energy_ev": -4.5,
  "total_charge": -1,
  "max_force_ev_per_a": 1.12
}